# 1
{
  "formula": "CH12O5",
  "method": "ωB97M-V/def2-TZVPD",
  "symbols": ["C", "O", "H", "H", "H", "H", "O", "H", "H", "O", "H", "H", "O", "H", "H", "O", "H", "H"],
  "xyz": [[-0.63035, 1.13759, 2.10023], [-1.41304, 0.74963, 0.94425], [-0.02307, 0.24651, 2.32279], [0.02167, 1.97110, 1.84347], [-1.35164, 1.38173, 2.85714], [-0.90507, 0.76337, 0.11555], [2.27355, -1.69170, -0.84923], [2.53559, -0.96074, -0.28813], [2.23079, -2.54263, -0.39018], [1.28445, 1.37289, -0.25924], [1.23836, 1.34600, -1.21400], [1.44084, 2.22788, 0.15515], [-1.85000, -1.89926, -0.77314], [-1.68091, -1.19683, -0.13373], [-2.34127, -2.55169, -0.27866], [-0.26116, 0.26125, -1.92197], [-0.90264, -0.14246, -2.52804], [0.33388, -0.47264, -1.70228]],
  "energy_ha": -421.471934,
  "orbital_gap_ha": 0.3898,
  "homo_ev": -10.051,
  "smiles": "CO.O.O.O.O",
  "relative_energy_kcal_mol": 15.0,
  "molar_mass_da": 104.1,
  "largest_force_ev_per_a": 2.4
}

***

# 2
{
  "formula": "C12H29B2IO7P",
  "method": "ωB97M-V/def2-TZVPD",
  "symbols": ["C", "C", "P", "O", "B", "O", "O", "B", "C", "O", "C", "I", "C", "C", "H", "H", "H", "H", "H", "H", "H", "H", "H", "H", "H", "H", "H", "H", "H", "C", "O", "C", "C", "O", "C", "C", "O", "C", "H", "H", "H", "H", "H", "H", "H", "H", "H", "H", "H", "H", "H", "H"],
  "xyz": [[5.70752, 1.08614, 2.28151], [5.60165, 0.71084, 0.82374], [4.39114, -0.77320, 0.46429], [4.40186, -1.74540, 1.90872], [3.54260, -2.93944, 1.79402], [2.34773, -3.00090, 2.70014], [3.76068, -4.10607, 0.91710], [5.18978, -1.68655, -1.06618], [6.31650, -2.85888, -0.65451], [4.83878, -1.36553, -2.48245], [2.70365, 0.03230, 0.04725], [3.03842, 1.66808, -1.43424], [1.58026, -1.00073, -0.55484], [0.39462, -1.12836, 0.61233], [6.55828, 0.59999, 2.96235], [4.89442, 1.82629, 2.74266], [6.22659, 1.24611, -0.00977], [2.56484, -3.72757, 3.38515], [3.06009, -4.12945, 0.17969], [5.91892, -3.93299, -0.93358], [6.45901, -2.85760, 0.53074], [7.35435, -2.68777, -1.19348], [5.10043, -2.22153, -2.97594], [2.28884, 0.59899, 1.01093], [1.14226, -0.68989, -1.60716], [2.01559, -2.10583, -0.67273], [-0.26900, -2.10144, 0.47032], [0.85051, -1.08764, 1.71471], [-0.28251, -0.15107, 0.53513], [-1.80213, 2.07772, -1.18772], [-2.93255, 1.98316, -0.34191], [-3.50804, 3.25358, -0.03957], [-5.03294, 3.14957, 0.05945], [-5.69131, 3.00870, -1.20683], [-5.52456, 1.74915, -1.87454], [-6.22769, 0.57934, -1.18008], [-5.49312, 0.17113, -0.02492], [-6.32327, -0.34123, 1.00700], [-0.96742, 2.53917, -0.65033], [-1.51360, 1.06828, -1.49061], [-2.03304, 2.65047, -2.09078], [-3.24522, 3.99736, -0.80289], [-3.09953, 3.57674, 0.92366], [-5.40489, 4.09224, 0.47685], [-5.34478, 2.36626, 0.75122], [-4.46895, 1.54257, -2.05680], [-5.98651, 1.88165, -2.85814], [-6.27738, -0.27705, -1.85663], [-7.24422, 0.88224, -0.90843], [-7.13393, 0.35443, 1.24019], [-5.71221, -0.46613, 1.90336], [-6.73054, -1.31025, 0.71256]],
  "energy_ha": -1689.639828,
  "orbital_gap_ha": 0.1861,
  "homo_ev": -10.644,
  "charge": 1,
  "molar_mass_da": 464.9,
  "largest_force_ev_per_a": 4.8
}

***

# 3
{
  "formula": "C6H14NO",
  "method": "ωB97M-V/def2-TZVPD",
  "symbols": ["C", "C", "C", "C", "C", "N", "C", "H", "H", "H", "H", "H", "H", "H", "H", "H", "H", "H", "H", "H", "H", "O"],
  "xyz": [[-1.75899, -2.21957, -0.22367], [-1.41184, -1.67879, 1.08395], [-1.49114, -0.07774, 1.37847], [-0.85860, 0.67570, 0.24210], [0.60768, 0.91679, 0.25797], [1.44197, 2.01931, 0.04263], [2.75823, 1.65223, -0.35450], [-1.08524, -1.93864, -0.97717], [-1.72150, -3.33724, -0.07809], [-2.74063, -1.84283, -0.57391], [-1.98818, -2.04806, 1.93890], [-0.35278, -2.08803, 1.23624], [-2.46902, 0.28330, 1.78490], [-0.89103, 0.15358, 2.22891], [-1.48027, 1.17682, -0.55407], [1.26811, 0.05365, 0.56925], [3.43815, 0.91979, 0.31847], [2.87217, 1.25247, -1.42358], [3.45979, 2.50655, -0.33013], [0.38456, 0.38930, -1.05248], [0.40491, -0.53924, -2.79715], [0.46688, -0.58603, -1.86180]],
  "energy_ha": -366.478087,
  "orbital_gap_ha": 0.2577,
  "homo_ev": -14.866,
  "charge": 1,
  "relative_energy_kcal_mol": 181.4,
  "molar_mass_da": 116.2,
  "largest_force_ev_per_a": 6.4
}

***

# 4
{
  "formula": "C18H24N4O2S2",
  "method": "ωB97M-V/def2-TZVPD",
  "symbols": ["C", "C", "C", "C", "C", "O", "C", "C", "N", "C", "N", "C", "O", "C", "S", "C", "S", "N", "C", "C", "C", "C", "C", "N", "C", "C", "H", "H", "H", "H", "H", "H", "H", "H", "H", "H", "H", "H", "H", "H", "H", "H", "H", "H", "H", "H", "H", "H", "H", "H"],
  "xyz": [[1.41287, -5.15781, -1.10369], [0.21639, -4.21120, -1.21686], [-0.97573, -4.81080, -0.46815], [-0.13968, -4.01067, -2.69519], [-1.27843, -3.04035, -2.91811], [-2.07096, -3.16280, -3.82410], [-1.33334, -1.91641, -1.96634], [-2.27057, -0.88909, -2.10222], [-2.35106, 0.11703, -1.25872], [-1.49215, 0.11197, -0.24927], [-1.50154, 1.12458, 0.67170], [-2.16549, 2.33122, 0.61348], [-3.00832, 2.62377, -0.18595], [-1.63884, 3.29653, 1.66888], [0.07624, 3.72184, 1.23833], [0.99740, 2.42786, 2.06575], [0.33467, 1.58035, 3.32313], [2.23407, 2.22323, 1.61854], [2.97825, 1.04394, 2.01701], [2.83441, -0.02424, 0.93149], [3.34297, 0.52210, -0.40065], [2.62024, 1.82253, -0.74475], [2.76270, 2.81704, 0.40973], [-0.55037, -0.80851, -0.02157], [-0.46669, -1.82116, -0.86792], [0.58701, -2.84874, -0.61754], [1.69268, -5.29218, -0.06138], [1.16657, -6.13191, -1.51903], [2.27295, -4.76456, -1.64181], [-1.25190, -5.76858, -0.90297], [-1.84170, -4.15439, -0.51741], [-0.72573, -4.96907, 0.57864], [0.72722, -3.60415, -3.22725], [-0.39764, -4.96042, -3.16744], [-2.97270, -0.89121, -2.92512], [-0.86076, 0.96820, 1.44996], [-1.63428, 2.86466, 2.67254], [-2.20617, 4.22454, 1.64317], [2.59618, 0.68260, 2.97166], [4.02731, 1.32791, 2.13815], [3.39810, -0.91129, 1.22169], [1.78082, -0.29977, 0.83938], [3.18291, -0.21100, -1.19260], [4.41714, 0.71136, -0.33210], [3.03025, 2.26100, -1.65468], [1.55942, 1.62216, -0.91061], [2.24395, 3.74980, 0.19101], [3.81953, 3.04169, 0.58279], [1.51807, -2.49240, -1.07117], [0.75907, -2.92361, 0.45743]],
  "energy_ha": -1866.253745,
  "orbital_gap_ha": 0.3232,
  "homo_ev": -8.723,
  "smiles": "CC1(C)CC(=O)c2cnc(NC(=O)CSC(=S)N3CCCCC3)nc2C1",
  "relative_energy_kcal_mol": 0.0,
  "molar_mass_da": 392.5,
  "largest_force_ev_per_a": 0.7
}

***

# 5
{
  "formula": "C4H8O2",
  "method": "ωB97M-V/def2-TZVPD",
  "symbols": ["C", "O", "C", "C", "C", "O", "H", "H", "H", "H", "H", "H", "H", "H"],
  "xyz": [[1.90566, 0.08709, -0.44860], [0.81461, -0.66517, 0.03603], [-0.43210, -0.04519, -0.20130], [-1.53128, -1.06098, 0.13241], [-0.58200, 1.16700, 0.70645], [-0.90757, 2.26779, 0.33556], [2.81054, -0.47933, -0.21860], [1.83601, 0.23326, -1.53677], [1.97412, 1.07566, 0.02991], [-0.50089, 0.30674, -1.24222], [-2.01502, -1.43947, -0.77028], [-1.07756, -1.90159, 0.66316], [-2.30554, -0.62996, 0.77705], [-0.38534, 0.94622, 1.77890]],
  "energy_ha": -307.652290,
  "orbital_gap_ha": 0.3935,
  "homo_ev": -9.651,
  "smiles": "CO[C@@H](C)C=O",
  "relative_energy_kcal_mol": 37.7,
  "molar_mass_da": 88.1,
  "largest_force_ev_per_a": 0.5
}

***

Please write out number 5 again, unchanged.
{
  "formula": "C4H8O2",
  "method": "ωB97M-V/def2-TZVPD",
  "symbols": ["C", "O", "C", "C", "C", "O", "H", "H", "H", "H", "H", "H", "H", "H"],
  "xyz": [[1.90566, 0.08709, -0.44860], [0.81461, -0.66517, 0.03603], [-0.43210, -0.04519, -0.20130], [-1.53128, -1.06098, 0.13241], [-0.58200, 1.16700, 0.70645], [-0.90757, 2.26779, 0.33556], [2.81054, -0.47933, -0.21860], [1.83601, 0.23326, -1.53677], [1.97412, 1.07566, 0.02991], [-0.50089, 0.30674, -1.24222], [-2.01502, -1.43947, -0.77028], [-1.07756, -1.90159, 0.66316], [-2.30554, -0.62996, 0.77705], [-0.38534, 0.94622, 1.77890]],
  "energy_ha": -307.652290,
  "orbital_gap_ha": 0.3935,
  "homo_ev": -9.651,
  "smiles": "CO[C@@H](C)C=O",
  "relative_energy_kcal_mol": 37.7,
  "molar_mass_da": 88.1,
  "largest_force_ev_per_a": 0.5
}